<A>
Below is a molecular structure, C23H35N9O5RbS2, with properties calculated with the ωB97M-V functional and the def2-TZVPD basis.

HOMO level (eV): -5.6
M (g mol⁻¹): 667.19
Lowest unoccupied orbital energy (eV): 2.134

Structure (ORCA input):
```
! wB97M-V def2-TZVPD RIJCOSX def2/J DEFGRID3
* xyz -1 1
Rb 0.05 0.36 0.01
C 2.95 -2.82 1.65
C 1.47 -2.59 1.63
N 0.69 -2.92 0.67
N 1.23 -3.45 -0.43
C 0.52 -3.81 -1.52
N 1.28 -4.24 -2.58
S -1.13 -3.88 -1.59
C 0.86 -1.90 2.77
C 1.53 -0.83 3.37
C 0.94 -0.19 4.44
C -0.31 -0.63 4.87
C -0.89 -1.70 4.20
N -0.33 -2.32 3.19
H 3.43 -2.12 0.95
H 3.20 -3.84 1.35
H 3.35 -2.64 2.64
H 2.24 -3.34 -0.55
H 2.23 -3.90 -2.63
H 0.80 -4.31 -3.46
H 2.49 -0.51 2.99
H 1.44 0.63 4.93
H -0.81 -0.15 5.70
H -1.85 -2.09 4.51
O 5.00 4.91 -0.10
C 4.09 3.89 -0.13
C 2.73 4.15 -0.23
C 1.84 3.07 -0.25
N 2.26 1.82 -0.20
C 3.56 1.57 -0.10
C 4.52 2.57 -0.06
C 3.94 0.08 -0.02
O 5.01 -0.20 0.52
O 3.11 -0.73 -0.50
C 0.33 3.33 -0.37
O -0.11 4.30 0.26
O -0.30 2.55 -1.11
H 4.52 5.74 -0.15
H 2.34 5.16 -0.27
H 5.57 2.34 0.03
N -2.78 0.29 0.77
C -3.33 1.64 0.77
C -3.26 2.28 2.16
C -1.95 3.01 2.42
N -0.86 2.08 2.65
H -2.79 -0.06 -0.18
H -3.39 -0.32 1.32
H -4.38 1.65 0.43
H -2.75 2.24 0.07
H -3.41 1.51 2.92
H -4.08 3.00 2.26
H -2.09 3.70 3.27
H -1.69 3.62 1.55
H -0.86 1.78 3.62
H 0.02 2.56 2.47
C -3.31 -1.85 -4.96
N -3.08 -0.50 -5.46
C -4.19 -0.02 -6.26
C -2.71 0.42 -4.46
S -3.35 0.36 -2.94
N -1.85 1.37 -4.86
C -1.40 2.42 -3.98
C -1.21 1.33 -6.15
H -3.38 -2.51 -5.82
H -4.23 -1.93 -4.37
H -2.47 -2.14 -4.33
H -5.12 -0.01 -5.69
H -4.31 -0.68 -7.12
H -3.98 0.99 -6.61
H -1.81 2.28 -2.99
H -1.71 3.40 -4.37
H -0.32 2.41 -3.88
H -1.48 0.41 -6.66
H -0.12 1.36 -6.02
H -1.51 2.19 -6.76
*
```

---

<B>
Below is a molecular structure, C23H35N9O5RbS2, with properties calculated with the ωB97M-V functional and the def2-TZVPD basis.

HOMO level (eV): -5.7
M (g mol⁻¹): 667.19
Lowest unoccupied orbital energy (eV): 2.193

Structure (ORCA input):
```
! wB97M-V def2-TZVPD RIJCOSX def2/J DEFGRID3
* xyz -1 1
Rb -0.41 -0.11 -0.66
C -0.88 -1.06 4.07
C -0.76 -1.57 2.66
N -1.57 -1.26 1.72
N -2.42 -0.21 2.01
C -3.36 0.12 1.06
N -3.67 1.43 1.06
S -4.07 -0.99 0.05
C 0.41 -2.41 2.27
C 1.49 -2.53 3.15
C 2.64 -3.17 2.71
C 2.68 -3.68 1.43
C 1.55 -3.53 0.64
N 0.44 -2.92 1.04
H -1.91 -0.80 4.28
H -0.26 -0.17 4.24
H -0.56 -1.82 4.78
H -1.88 0.59 2.36
H -2.96 2.11 1.29
H -4.28 1.72 0.30
H 1.45 -2.08 4.13
H 3.51 -3.23 3.36
H 3.57 -4.14 1.02
H 1.55 -3.90 -0.38
O 5.52 0.19 3.24
C 4.36 0.21 2.50
C 3.21 0.84 2.95
C 2.09 0.80 2.14
N 2.07 0.19 0.95
C 3.18 -0.42 0.53
C 4.36 -0.43 1.27
C 3.15 -1.15 -0.83
O 4.07 -1.95 -1.04
O 2.17 -0.87 -1.57
C 0.79 1.47 2.64
O 0.85 1.99 3.77
O -0.20 1.43 1.87
H 5.36 0.69 4.05
H 3.15 1.35 3.90
H 5.22 -0.96 0.89
N -0.04 -2.57 -2.43
C -0.11 -3.07 -3.80
C 0.36 -2.00 -4.78
C -0.34 -0.65 -4.58
N 0.36 0.28 -3.68
H 0.91 -2.31 -2.18
H -0.39 -3.24 -1.76
H -1.16 -3.30 -4.02
H 0.47 -3.99 -3.96
H 0.19 -2.37 -5.80
H 1.44 -1.86 -4.67
H -1.34 -0.84 -4.19
H -0.47 -0.16 -5.55
H 0.84 0.99 -4.23
H 1.07 -0.19 -3.13
C 1.38 2.89 -0.92
N 0.29 3.85 -1.12
C -0.18 3.93 -2.49
C -0.56 4.17 -0.10
S -2.23 4.34 -0.35
N 0.00 4.37 1.11
C 1.40 4.72 1.29
C -0.79 4.47 2.32
H 1.29 2.10 -1.67
H 1.31 2.43 0.06
H 2.36 3.36 -1.04
H 0.70 4.01 -3.14
H -0.81 4.80 -2.63
H -0.74 3.04 -2.78
H 1.83 5.05 0.34
H 1.99 3.89 1.68
H 1.45 5.55 2.00
H -1.69 3.86 2.22
H -1.10 5.50 2.50
H -0.20 4.08 3.15
*
```

---

The structure with the least stability is <A>.

---

<A>
Below is a molecular structure, C4H11BClF4PdTi, with properties calculated with the ωB97M-V functional and the def2-TZVPD basis.

<S²>: 3.764
HOMO level (spin up / spin down) (eV): 1.5 / -1.4
M (g mol⁻¹): 335.68
Lowest unoccupied orbital energy (spin up / spin down) (eV): 5.303 / 5.265

Structure (ORCA input):
```
! wB97M-V def2-TZVPD RIJCOSX def2/J DEFGRID3
* xyz -2 4
Ti -0.21 -1.36 -0.44
Cl -0.11 -1.47 -2.68
C -2.01 -2.06 0.24
C 1.24 -2.72 0.09
H -1.92 -3.13 0.50
H -2.30 -1.47 1.12
H -2.74 -1.94 -0.58
H 0.73 -3.61 0.50
H 1.97 -2.34 0.82
H 1.75 -3.00 -0.84
Pd 0.00 1.18 0.18
C 1.86 1.75 0.77
C 0.29 -0.42 1.32
H 2.18 1.29 1.71
H 2.45 1.44 -0.10
H 1.82 2.86 0.80
H 1.32 -0.50 1.70
H -0.50 -0.30 2.09
F -1.90 1.98 -1.11
B -1.20 3.20 -1.47
F -1.53 4.20 -0.56
F 0.23 2.88 -1.29
F -1.41 3.51 -2.80
*
```

---

<B>
Below is a molecular structure, C4H11BClF4PdTi, with properties calculated with the ωB97M-V functional and the def2-TZVPD basis.

<S²>: 3.758
HOMO level (spin up / spin down) (eV): 0.7 / -1.1
M (g mol⁻¹): 335.68
Lowest unoccupied orbital energy (spin up / spin down) (eV): 5.362 / 5.328

Structure (ORCA input):
```
! wB97M-V def2-TZVPD RIJCOSX def2/J DEFGRID3
* xyz -2 4
Ti 0.82 -0.38 -2.29
Cl 2.02 -2.28 -2.27
C 2.06 1.07 -2.99
C -0.37 -0.76 -3.91
H 1.76 1.28 -4.03
H 1.95 1.95 -2.36
H 3.08 0.66 -2.96
H -0.07 -0.06 -4.71
H -1.42 -0.61 -3.62
H -0.17 -1.80 -4.21
Pd -0.12 0.11 0.19
C -1.73 -0.79 0.96
C -0.58 0.98 -1.53
H -2.61 -0.30 0.49
H -1.58 -1.83 0.62
H -1.74 -0.72 2.06
H -1.66 0.77 -1.47
H -0.35 2.06 -1.43
F 1.72 -0.55 1.31
B 1.90 -1.34 2.62
F 2.03 -0.42 3.66
F 0.76 -2.15 2.80
F 3.05 -2.10 2.42
*
```

---

The structure with the least stability is <A>.

---

<A>
Below is 2 unconnected molecules or ions with the total composition C14H16O2, with properties calculated with the ωB97M-V functional and the def2-TZVPD basis.

Structure (SMILES): Cc1ccc(O)cc1.Cc1ccc(O)cc1
HOMO level (eV): -8.3
M (g mol⁻¹): 216.28
Lowest unoccupied orbital energy (eV): 0.736

Structure (ORCA input):
```
! wB97M-V def2-TZVPD RIJCOSX def2/J DEFGRID3
* xyz 0 1
C 2.96 0.99 -2.20
C 2.20 1.46 -1.00
C 2.81 1.66 0.24
C 2.09 2.23 1.26
C 0.71 2.43 1.11
O 0.06 2.87 2.24
C 0.08 2.31 -0.12
C 0.89 1.86 -1.18
H 3.78 1.60 -2.60
H 2.28 0.89 -3.04
H 3.41 0.02 -2.02
H 3.82 1.36 0.43
H 2.36 2.41 2.29
H -0.89 2.85 2.04
H -0.98 2.44 -0.16
H 0.44 1.86 -2.16
C -3.91 -0.99 0.48
C -2.51 -1.48 0.30
C -2.19 -2.67 -0.34
C -0.90 -3.16 -0.28
C 0.09 -2.40 0.35
O 1.35 -2.90 0.55
C -0.15 -1.11 0.75
C -1.49 -0.67 0.78
H -4.58 -1.11 -0.39
H -4.02 0.07 0.71
H -4.50 -1.59 1.18
H -2.92 -3.17 -0.97
H -0.60 -4.07 -0.79
H 1.41 -3.78 0.22
H 0.63 -0.42 1.03
H -1.76 0.24 1.30
*
```

---

<B>
Below is 2 unconnected molecules or ions with the total composition C14H16O2, with properties calculated with the ωB97M-V functional and the def2-TZVPD basis.

Structure (SMILES): Cc1ccc(O)cc1.Cc1ccc(O)cc1
HOMO level (eV): -8.1
M (g mol⁻¹): 216.28
Lowest unoccupied orbital energy (eV): 0.737

Structure (ORCA input):
```
! wB97M-V def2-TZVPD RIJCOSX def2/J DEFGRID3
* xyz 0 1
C 1.48 2.69 1.45
C 2.06 1.57 0.71
C 1.21 0.62 0.12
C 1.73 -0.34 -0.77
C 3.08 -0.38 -0.92
O 3.56 -1.30 -1.75
C 3.92 0.36 -0.11
C 3.49 1.41 0.56
H 0.50 2.53 1.98
H 1.40 3.59 0.81
H 1.94 2.74 2.45
H 0.19 0.66 0.21
H 1.02 -0.88 -1.42
H 4.47 -1.05 -2.31
H 4.97 0.02 -0.06
H 4.07 2.05 1.20
C -1.98 -2.50 -2.01
C -2.31 -1.43 -0.91
C -2.81 -0.18 -1.13
C -3.07 0.73 -0.13
C -2.70 0.45 1.18
O -2.55 1.30 2.19
C -2.47 -0.85 1.42
C -2.21 -1.83 0.50
H -1.67 -3.47 -1.47
H -1.30 -2.07 -2.75
H -2.80 -2.80 -2.57
H -3.22 0.00 -2.09
H -3.58 1.58 -0.46
H -1.94 0.86 2.82
H -2.53 -1.19 2.39
H -1.96 -2.85 0.84
*
```

---

The structure with the least stability is <B>.

---

<A>
Below is 2 unconnected molecules or ions with the total composition Br2H4Si2, with properties calculated with the ωB97M-V functional and the def2-TZVPD basis.

HOMO level (eV): -9.1
M (g mol⁻¹): 220.01
Lowest unoccupied orbital energy (eV): -1.309

Structure (ORCA input):
```
! wB97M-V def2-TZVPD RIJCOSX def2/J DEFGRID3
* xyz 0 1
Si -0.03 -0.89 -1.11
Si 0.87 1.06 1.53
Br -1.39 0.82 -1.17
Br -0.48 0.29 3.28
H -0.55 -1.69 -2.33
H 1.41 -0.44 -1.76
H 0.09 -1.49 0.26
H 0.07 2.35 1.30
*
```

---

<B>
Below is Br2H4Si2 in the gas phase, with properties calculated with the ωB97M-V functional and the def2-TZVPD basis.

Structure (SMILES): [SiH3][SiH](Br)Br
HOMO level (eV): -10.3
M (g mol⁻¹): 220.01
Lowest unoccupied orbital energy (eV): -0.119

Structure (ORCA input):
```
! wB97M-V def2-TZVPD RIJCOSX def2/J DEFGRID3
* xyz 0 1
Si -1.26 0.02 -0.44
Si 0.93 -0.05 0.68
Br 2.19 -1.88 -0.06
Br 2.11 1.81 0.03
H -1.32 -0.84 -1.63
H -2.35 -0.53 0.30
H -1.61 1.30 -1.05
H 1.31 0.17 2.17
*
```

---

The structure with the least stability is <A>.

---

<A>
Below is a gas-phase ion, C5H12N2 (charge +1), with properties calculated with the ωB97M-V functional and the def2-TZVPD basis.

<S²>: 0.760
HOMO level (spin up / spin down) (eV): -14.1 / -13.2
M (g mol⁻¹): 100.16
Lowest unoccupied orbital energy (spin up / spin down) (eV): -3.202 / -8.937

Structure (ORCA input):
```
! wB97M-V def2-TZVPD RIJCOSX def2/J DEFGRID3
* xyz 1 2
C 0.46 0.34 0.35
C 1.56 -0.53 -0.15
C 1.06 -1.33 -1.54
C 1.27 -0.59 -2.67
N -0.81 -0.41 0.80
C -1.68 0.22 1.73
N -2.42 1.61 1.43
H 0.32 1.29 -0.25
H 0.87 0.59 1.33
H 2.44 0.16 -0.32
H 1.77 -1.54 0.30
H 0.76 -2.37 -1.27
H 1.63 -1.11 -3.52
H 1.54 0.49 -2.44
H -1.29 -0.51 -0.14
H -1.02 0.46 2.53
H -2.34 -0.69 1.83
H -2.38 1.64 0.34
H -1.76 2.29 1.66
*
```

---

<B>
Below is a gas-phase ion, C5H12N2 (charge +1), with properties calculated with the ωB97M-V functional and the def2-TZVPD basis.

<S²>: 0.756
HOMO level (spin up / spin down) (eV): -13.5 / -13.4
M (g mol⁻¹): 100.16
Lowest unoccupied orbital energy (spin up / spin down) (eV): -2.863 / -7.964

Structure (ORCA input):
```
! wB97M-V def2-TZVPD RIJCOSX def2/J DEFGRID3
* xyz 1 2
C 0.45 0.28 1.25
C 1.65 -0.17 0.33
C 1.26 -0.07 -1.12
C 1.85 0.65 -2.07
N -0.67 -0.61 1.27
C -2.03 -0.14 0.83
N -2.02 0.04 -0.59
H 0.19 1.28 0.87
H 0.74 0.41 2.31
H 2.33 0.69 0.37
H 2.00 -1.11 0.72
H 0.43 -0.70 -1.41
H 1.86 0.48 -3.14
H 2.50 1.48 -1.79
H -0.49 -1.45 0.72
H -2.24 0.80 1.33
H -2.77 -0.85 1.18
H -2.23 -0.81 -1.09
H -2.58 0.82 -0.89
*
```

---

The structure with the least stability is <A>.

---

<A>
Below is C2H6N4O in the gas phase, with properties calculated with the ωB97M-V functional and the def2-TZVPD basis.

Structure (SMILES): [H]/N=C/NN/C=N/O
HOMO level (eV): -8.3
M (g mol⁻¹): 102.10
Lowest unoccupied orbital energy (eV): 0.798

Structure (ORCA input):
```
! wB97M-V def2-TZVPD RIJCOSX def2/J DEFGRID3
* xyz 0 1
H -2.41 -1.91 -0.50
N -1.67 -1.08 -0.74
C -1.83 -0.46 0.36
N -1.28 0.83 0.69
N -0.32 1.26 -0.32
C 0.95 0.75 -0.48
N 1.29 -0.50 0.11
O 2.67 -0.50 0.25
H -2.76 -0.86 1.06
H -0.60 0.74 1.61
H -0.90 1.30 -1.07
H 1.90 1.15 -1.16
H 2.44 -1.62 0.53
*
```

---

<B>
Below is 2 unconnected molecules or ions with the total composition C2H6N4O, with properties calculated with the ωB97M-V functional and the def2-TZVPD basis.

Structure (SMILES): c1nnn[nH]1.CO
HOMO level (eV): -10.6
M (g mol⁻¹): 102.10
Lowest unoccupied orbital energy (eV): 0.543

Structure (ORCA input):
```
! wB97M-V def2-TZVPD RIJCOSX def2/J DEFGRID3
* xyz 0 1
C 2.29 0.77 0.35
N 3.37 0.22 -0.16
N 2.90 -0.76 -0.94
N 1.60 -0.79 -0.91
N 1.21 0.10 -0.01
H 2.18 1.52 1.11
H 0.21 0.29 0.10
C -2.54 -0.30 0.32
O -1.45 0.18 -0.38
H -2.61 0.49 1.12
H -2.57 -1.31 0.75
H -3.41 0.06 -0.23
H -1.19 -0.47 -1.12
*
```

---

<C>
Below is C2H6N4O in the gas phase, with properties calculated with the ωB97M-V functional and the def2-TZVPD basis.

Structure (SMILES): CON1N=NCN1
HOMO level (eV): -8.9
M (g mol⁻¹): 102.10
Lowest unoccupied orbital energy (eV): 0.743

Structure (ORCA input):
```
! wB97M-V def2-TZVPD RIJCOSX def2/J DEFGRID3
* xyz 0 1
C -1.28 0.56 1.55
O -0.07 1.20 1.19
N 0.41 0.73 0.02
N 0.13 1.11 -1.18
N 0.43 0.38 -2.09
C 1.15 -0.83 -1.42
N 0.95 -0.74 0.00
H -1.36 0.38 2.66
H -1.49 -0.33 1.02
H -2.04 1.30 1.51
H 0.77 -1.80 -1.85
H 2.20 -0.56 -1.73
H 0.21 -1.41 0.32
*
```

---

The structure with the least stability is <A>.

---

<A>
Below is a molecular structure, C7H9NO, with properties calculated with the ωB97M-V functional and the def2-TZVPD basis.

HOMO level (eV): -9.0
M (g mol⁻¹): 123.15
Lowest unoccupied orbital energy (eV): 0.634

Structure (ORCA input):
```
! wB97M-V def2-TZVPD RIJCOSX def2/J DEFGRID3
* xyz 0 1
C 0.47 -0.95 -1.28
C 1.31 -1.42 -0.05
C 0.91 -0.40 1.01
C -0.88 1.28 1.07
C -1.41 1.18 -0.36
C -0.21 0.31 -0.58
C -0.51 -0.16 0.78
H -0.22 -1.79 -1.62
H 1.17 -0.88 -2.05
H 1.34 -2.46 0.20
H 2.34 -1.38 -0.27
H -1.63 1.49 1.84
H -1.59 2.09 -1.05
H -2.42 0.51 -0.26
H 0.50 1.07 -0.58
H -1.15 -1.02 0.72
N 1.57 0.71 1.31
O 0.43 1.82 1.19
*
```

---

<B>
Below is C7H9NO in the gas phase, with properties calculated with the ωB97M-V functional and the def2-TZVPD basis.

HOMO level (spin up / spin down) (eV): -7.2 / -7.2
M (g mol⁻¹): 123.15
Lowest unoccupied orbital energy (spin up / spin down) (eV): -0.152 / -0.135

Structure (ORCA input):
```
! wB97M-V def2-TZVPD RIJCOSX def2/J DEFGRID3
* xyz 0 1
C -1.18 -1.61 -0.73
C 0.41 1.15 -1.73
N 0.66 -1.51 0.99
C 1.24 -0.38 1.53
C -0.11 -0.84 -0.03
C 0.08 0.68 0.83
C 0.54 0.36 -0.48
C -0.46 1.70 1.53
O 2.02 -0.19 2.41
H 1.20 -2.35 0.84
H -1.64 -1.02 -1.52
H -1.96 -1.92 -0.03
H -0.76 -2.50 -1.20
H -0.62 1.50 -1.87
H 1.03 2.05 -1.66
H 0.68 0.56 -2.61
H -0.47 2.72 1.15
H -0.66 1.59 2.59
*
```

---

The structure with the least stability is <A>.

---

<A>
Below is 2 unconnected molecules or ions with the total composition H2N2O2S, with properties calculated with the ωB97M-V functional and the def2-TZVPD basis.

HOMO level (spin up / spin down) (eV): -8.9 / -8.9
M (g mol⁻¹): 94.09
Lowest unoccupied orbital energy (spin up / spin down) (eV): -3.686 / -3.688

Structure (ORCA input):
```
! wB97M-V def2-TZVPD RIJCOSX def2/J DEFGRID3
* xyz 0 1
N -0.73 -0.93 1.08
N 0.81 0.69 -0.92
O 0.08 0.77 0.14
O 1.66 1.53 -1.30
S 0.72 -0.77 -1.72
H -0.88 -0.43 1.99
H -1.66 -0.86 0.73
*
```

---

<B>
Below is H2N2O2S in the gas phase, with properties calculated with the ωB97M-V functional and the def2-TZVPD basis.

Structure (SMILES): [H]/N=[N+](\[O-])OS
HOMO level (eV): -9.5
M (g mol⁻¹): 94.09
Lowest unoccupied orbital energy (eV): 0.097

Structure (ORCA input):
```
! wB97M-V def2-TZVPD RIJCOSX def2/J DEFGRID3
* xyz 0 1
H -1.03 -1.83 -0.90
N -0.32 -1.08 -0.58
N -0.70 0.08 -0.38
O -1.76 0.61 -0.32
O 0.42 1.09 0.00
S 1.90 0.84 0.48
H 1.49 0.29 1.70
*
```

---

The structure with the least stability is <A>.